(1)
17
Properties=species:S:1:pos:R:3:lowdin_charge:R:1 method="wB97M-V/def2-TZVPD" homo_lumo_gap_ev=5.58 relative_energy_kcal_mol=165.0 total_energy_ha=-288.75410
C 0.27 1.74 -0.59 -0.43
O -0.78 1.29 -1.30 -0.21
C 0.76 0.68 0.44 -0.14
C 0.95 -0.68 -0.20 -0.18
C -0.24 -1.56 0.24 -0.32
N -1.40 -1.16 -0.54 -0.01
H 1.16 1.99 -1.19 0.14
H 0.08 2.66 0.06 0.12
H -1.35 -0.18 -0.85 0.00
H 1.56 1.06 1.15 0.15
H -0.25 0.54 1.09 0.04
H 0.89 -0.58 -1.30 0.14
H 1.89 -1.22 0.06 0.12
H -0.37 -1.44 1.34 0.09
H 0.02 -2.63 0.03 0.11
H -1.00 0.88 1.59 0.32
H -2.22 -1.39 -0.03 0.05


(2)
17
Properties=species:S:1:pos:R:3:lowdin_charge:R:1 method="wB97M-V/def2-TZVPD" homo_lumo_gap_ev=9.53 relative_energy_kcal_mol=54.8 total_energy_ha=-288.92964 smiles="C=CO.CCN"
C -1.85 1.54 1.86 0.01
C -2.09 0.79 0.78 -0.29
O -3.28 0.74 0.14 0.00
H -2.21 2.54 2.02 0.06
H -1.02 1.31 2.48 0.03
H -1.37 0.02 0.52 0.09
H -3.47 -0.08 -0.32 0.10
C 2.20 -1.95 -1.49 -0.12
C 2.43 -0.48 -1.20 -0.33
N 2.14 -0.13 0.20 -0.03
H 2.69 -2.58 -0.74 0.07
H 2.51 -2.38 -2.45 0.07
H 1.14 -2.19 -1.44 0.06
H 1.68 0.10 -1.75 0.10
H 3.43 -0.14 -1.42 0.10
H 2.43 -0.90 0.80 0.06
H 1.14 -0.20 0.41 0.04


(3)
17
Properties=species:S:1:pos:R:3:lowdin_charge:R:1 method="wB97M-V/def2-TZVPD" homo_lumo_gap_ev=9.96 relative_energy_kcal_mol=36.4 total_energy_ha=-288.95909 smiles="CC(C)=CN.O"
C 1.31 -0.60 -0.25 -0.05
C -0.02 -0.41 0.50 -0.35
C 0.10 -0.57 1.98 -0.07
C -1.20 -0.14 -0.09 -0.18
N -1.45 -0.34 -1.53 0.01
H 1.20 -0.46 -1.33 0.06
H 1.76 -1.55 -0.01 0.08
H 2.01 0.20 0.02 0.08
H -0.84 -0.24 2.44 0.08
H 0.93 0.05 2.37 0.09
H 0.41 -1.59 2.21 0.09
H -2.07 0.07 0.52 0.10
H -1.30 -1.33 -1.73 0.08
H -0.56 -0.07 -1.94 0.03
O 0.07 2.57 -0.77 -0.05
H -0.01 2.71 -1.71 0.03
H -0.34 1.71 -0.69 -0.03


(4)
17
Properties=species:S:1:pos:R:3:lowdin_charge:R:1 method="wB97M-V/def2-TZVPD" homo_lumo_gap_ev=9.19 relative_energy_kcal_mol=30.4 total_energy_ha=-288.96862 smiles="C=C(C)NC.O"
C -0.85 -0.26 1.33 0.01
C -0.50 -0.72 0.12 -0.46
C -1.53 -1.15 -0.87 -0.05
N 0.82 -0.79 -0.33 -0.05
C 1.90 -0.70 0.65 -0.10
H -1.85 0.02 1.61 0.05
H -0.13 -0.13 2.13 0.04
H -1.59 -2.24 -0.84 0.08
H -1.25 -0.85 -1.88 0.07
H -2.50 -0.71 -0.64 0.08
H 0.93 -1.59 -0.94 0.12
H 1.64 -1.31 1.53 0.08
H 2.12 0.32 0.93 0.08
H 2.75 -1.26 0.27 0.08
O 0.04 3.03 -0.75 -0.06
H 0.06 2.55 0.08 0.02
H -0.89 3.13 -0.98 0.03


(5)
17
Properties=species:S:1:pos:R:3:lowdin_charge:R:1 method="wB97M-V/def2-TZVPD" homo_lumo_gap_ev=10.24 relative_energy_kcal_mol=20.8 total_energy_ha=-288.98380 smiles=C1CCNC1.O
C -1.38 0.42 1.51 -0.19
C -1.92 0.39 0.08 -0.18
C -0.88 -0.39 -0.75 -0.22
N 0.18 -0.88 0.16 -0.07
C 0.06 -0.09 1.41 -0.22
H -1.96 -0.24 2.17 0.10
H -1.47 1.40 1.94 0.10
H -2.04 1.41 -0.31 0.10
H -2.90 -0.07 -0.06 0.10
H -1.33 -1.26 -1.24 0.10
H -0.45 0.23 -1.55 0.10
H -0.10 -1.81 0.44 0.09
H 0.78 0.73 1.40 0.10
H 0.26 -0.74 2.27 0.11
O 3.23 0.42 -2.07 -0.07
H 2.49 0.09 -1.53 0.02
H 3.67 1.01 -1.44 0.03


(6)
17
Properties=species:S:1:pos:R:3:lowdin_charge:R:1 method="wB97M-V/def2-TZVPD" homo_lumo_gap_ev=11.00 relative_energy_kcal_mol=27.0 total_energy_ha=-288.97399 smiles="NC=O.CCC"
N -1.77 -3.73 3.07 0.08
C -3.14 -3.71 2.72 -0.42
O -3.87 -4.60 2.36 0.02
H -1.33 -4.60 2.70 0.11
H -1.63 -3.18 3.93 0.10
H -3.69 -2.78 2.94 0.12
C 2.28 1.83 -2.59 -0.13
C 1.69 1.82 -1.15 -0.33
C 0.30 2.38 -0.94 -0.14
H 2.43 2.91 -2.97 0.09
H 3.22 1.32 -2.75 0.06
H 1.58 1.44 -3.32 0.05
H 1.84 0.83 -0.73 0.09
H 2.36 2.49 -0.63 0.09
H 0.17 2.68 0.12 0.08
H -0.47 1.63 -1.22 0.08
H 0.04 3.26 -1.54 0.07


(7)
18
Properties=species:S:1:pos:R:3:lowdin_charge:R:1 method="wB97M-V/def2-TZVPD" homo_lumo_gap_ev=8.49 relative_energy_kcal_mol=75.1 total_energy_ha=-364.14852 smiles="C=C/C=C/N.O.O"
C 2.22 -0.38 1.04 -0.01
C 1.52 0.17 0.04 -0.26
C 1.18 -0.17 -1.29 -0.17
C -0.09 0.04 -1.80 -0.19
N -0.53 0.39 -3.08 0.04
H 2.59 -1.39 1.04 0.04
H 2.71 0.16 1.87 0.06
H 1.18 1.28 0.24 0.13
H 1.95 -0.58 -2.04 0.12
H -0.67 0.49 -1.00 0.08
H -1.20 1.07 -3.37 0.08
H 0.26 0.32 -3.71 0.08
O -2.37 1.05 0.94 -0.06
H -2.51 0.16 1.23 -0.01
H -1.61 1.34 1.45 0.04
O -1.48 -1.01 3.02 -0.04
H -0.94 -1.33 2.27 0.05
H -2.19 -1.61 3.14 0.02


(8)
18
Properties=species:S:1:pos:R:3:lowdin_charge:R:1 method="wB97M-V/def2-TZVPD" homo_lumo_gap_ev=10.13 relative_energy_kcal_mol=43.6 total_energy_ha=-364.19875 smiles="CN[C@@H](C)C=O.O"
C -0.36 -1.06 0.22 -0.10
N 0.24 0.18 -0.34 -0.10
C -0.17 0.44 -1.73 -0.39
C -1.63 0.99 -1.79 -0.05
C 0.82 1.45 -2.33 -0.22
O 1.75 1.14 -3.02 0.07
H -1.28 -0.81 0.75 0.07
H -0.49 -1.74 -0.62 0.08
H 0.33 -1.44 0.97 0.08
H 1.25 0.07 -0.33 0.10
H -0.30 -0.51 -2.26 0.13
H -1.67 2.06 -1.59 0.07
H -2.12 0.76 -2.73 0.08
H -2.13 0.54 -0.93 0.07
H 0.56 2.50 -2.08 0.13
O 1.75 -1.62 5.56 -0.05
H 0.98 -1.55 6.10 0.01
H 2.48 -1.39 6.16 0.04


(9)
18
Properties=species:S:1:pos:R:3:lowdin_charge:R:1 method="wB97M-V/def2-TZVPD" homo_lumo_gap_ev=10.29 relative_energy_kcal_mol=60.0 total_energy_ha=-364.17261 smiles="CCNCC=O.O"
C 1.77 -2.31 -0.88 -0.09
C 1.05 -1.13 -0.18 -0.31
N -0.40 -1.51 -0.11 -0.09
C -1.32 -0.39 0.33 -0.18
C -0.49 0.23 1.45 -0.29
O -0.04 1.37 1.54 0.03
H 1.47 -2.31 -1.93 0.07
H 2.79 -2.00 -0.83 0.06
H 1.51 -3.21 -0.34 0.07
H 1.56 -0.84 0.81 0.13
H 1.31 -0.34 -0.80 0.07
H -0.58 -1.91 -1.09 0.14
H -2.27 -0.74 0.80 0.12
H -1.45 0.40 -0.47 0.12
H -0.14 -0.71 2.06 0.14
O -0.80 3.29 -1.49 -0.07
H -0.85 3.27 -0.49 0.06
H 0.12 3.26 -1.65 0.00


(10)
18
Properties=species:S:1:pos:R:3:lowdin_charge:R:1 method="wB97M-V/def2-TZVPD" homo_lumo_gap_ev=9.74 relative_energy_kcal_mol=5.1 total_energy_ha=-364.25998 smiles="CCCC(N)=O.O"
C 1.50 -1.58 0.12 -0.10
C 0.30 -0.87 0.80 -0.25
C -0.93 -0.64 -0.06 -0.14
C -1.86 0.45 0.47 -0.55
N -1.29 1.68 0.62 0.16
O -3.02 0.26 0.73 0.05
H 1.42 -1.52 -0.96 0.06
H 1.61 -2.60 0.43 0.06
H 2.39 -1.01 0.38 0.06
H 0.04 -1.33 1.75 0.11
H 0.69 0.10 1.07 0.08
H -0.66 -0.46 -1.09 0.10
H -1.59 -1.51 -0.06 0.12
H -0.35 1.93 0.36 0.07
H -1.93 2.41 0.87 0.11
O 1.05 1.37 -1.52 -0.05
H 0.62 1.87 -2.24 0.06
H 2.00 1.48 -1.66 0.05


(11)
18
Properties=species:S:1:pos:R:3:lowdin_charge:R:1 method="wB97M-V/def2-TZVPD" homo_lumo_gap_ev=7.77 relative_energy_kcal_mol=61.9 total_energy_ha=-364.16955 smiles="C=C/C=C/N.O.O"
C -1.18 -3.70 -0.51 -0.02
C -1.07 -2.96 0.60 -0.22
C -0.85 -1.49 0.68 -0.15
C -0.28 -0.80 1.74 -0.18
N 0.25 0.54 1.82 0.04
H -1.35 -4.68 -0.74 0.01
H -1.14 -3.10 -1.45 0.06
H -1.13 -3.42 1.59 0.09
H -1.09 -0.84 -0.27 0.13
H -0.24 -1.37 2.71 0.11
H 1.03 0.74 2.41 0.07
H 0.47 0.91 0.93 0.01
O 1.63 4.38 -2.14 -0.06
H 0.95 5.00 -2.28 0.01
H 2.24 4.80 -1.44 0.10
O 0.43 1.77 -0.93 -0.07
H 0.41 2.78 -1.08 0.07
H 0.93 1.44 -1.65 0.01


(12)
18
Properties=species:S:1:pos:R:3:lowdin_charge:R:1 method="wB97M-V/def2-TZVPD" homo_lumo_gap_ev=10.28 relative_energy_kcal_mol=71.6 total_energy_ha=-364.15402 smiles="[H]/N=C(/C)OC.CO"
H 0.20 0.09 1.92 0.07
N -0.57 0.65 1.56 0.18
C -0.54 0.87 0.32 -0.40
C -1.57 1.50 -0.54 -0.02
O 0.82 0.78 -0.53 -0.23
C 2.05 0.81 0.16 -0.13
H -1.70 2.53 -0.22 0.09
H -1.28 1.47 -1.59 0.09
H -2.51 0.95 -0.43 0.09
H 2.41 -0.21 0.35 0.08
H 2.79 1.35 -0.44 0.09
H 1.99 1.33 1.13 0.08
C -0.60 -1.78 -0.44 -0.18
O -0.15 -2.61 0.63 -0.13
H -1.65 -1.56 -0.25 0.08
H -0.53 -2.30 -1.40 0.08
H 0.17 -0.88 -0.58 0.09
H 0.69 -3.00 0.36 0.08